Here is a structure of composition C22H62As5F30N5O11 at a distorted geometry from the OMol25 dataset. Energies are from the ωB97M-V functional and the def2-TZVPD basis.

```
135
Properties=species:S:1:pos:R:3:forces:R:3
O 0.735179 6.319254 1.288440 0.93 1.74 1.18
H -2.666841 -5.626026 -0.274315 0.28 0.16 -0.24
H 4.610228 -3.855188 3.394343 -0.12 0.37 0.32
H 4.819789 5.193999 -2.932010 0.43 -0.18 0.35
H 1.010621 1.382593 1.080700 -0.50 -0.16 -0.51
H -5.718272 1.367207 -3.302431 0.22 -0.17 0.16
H 3.111314 5.116104 -2.606646 0.45 -0.48 -0.07
C 3.524868 5.399810 1.209474 0.43 -1.17 0.74
F -0.098837 1.777934 3.969136 -1.82 -0.61 -0.25
F 4.789310 1.306995 -1.063792 -0.21 0.06 -0.25
O -4.029806 -0.429229 1.004873 -0.69 -2.40 1.30
F -2.266005 -5.812605 2.790435 -1.74 -1.08 -1.09
H -4.881599 -0.624053 -1.939905 -0.74 0.21 -0.19
C 3.496436 -3.586053 0.988968 -0.67 -0.99 -0.32
H -5.195237 -5.309076 2.570804 -0.37 -0.16 -0.68
H 1.977365 4.053933 0.841417 -0.32 -0.11 -0.36
F 0.645445 -3.328132 -4.587957 -0.16 -0.45 -2.05
F 3.029497 2.346302 5.105417 1.47 0.41 0.29
N 2.604657 -1.439458 2.184815 -0.19 -2.60 -2.56
H 2.299815 -3.458692 2.682445 0.36 0.45 0.27
H -1.070324 -1.076283 -0.752955 -0.11 0.26 -0.45
C -4.659146 -0.503344 -3.004262 0.98 -0.69 0.67
F 5.178398 2.518817 1.088102 -0.29 0.78 0.19
C -3.680026 0.692511 0.657501 0.37 0.43 -0.80
As 5.272244 0.903493 0.536304 3.90 -1.15 -1.71
H 5.515647 -1.969504 5.635251 -0.81 0.95 -0.36
H -5.012841 -2.947764 2.759592 0.34 -0.60 -1.06
As -2.547738 4.145131 -4.329390 4.90 3.39 -1.73
H -3.145337 -6.106425 -1.924410 0.13 -0.27 0.18
As 1.461308 2.058325 4.549925 -1.40 0.23 1.50
F 2.072300 0.763304 3.644031 0.70 -1.96 -0.83
C -5.607999 0.388664 -3.784717 0.44 0.81 0.16
H 1.148788 2.982752 -2.267077 -0.24 -0.08 0.40
H 4.449542 -3.292286 0.601915 0.31 0.67 -0.74
N -3.323848 0.227271 -2.879492 -0.03 0.38 -0.66
H 4.036980 3.589582 -2.581611 0.32 0.23 0.04
H 1.698626 -1.491258 1.686076 0.57 0.56 0.17
H -3.312552 -4.540497 1.121089 -0.04 -0.37 0.28
F -1.156664 -4.097464 1.228977 -1.10 -0.15 0.04
H -4.430121 -2.003794 1.582131 0.93 -0.14 -0.29
O -0.461782 -0.042338 0.961430 0.23 1.26 -0.47
H -6.371409 -4.736016 1.318426 -0.06 -0.06 -0.02
H -5.169776 0.619922 -4.760468 -0.21 -0.27 -0.11
N -4.291097 -2.957692 1.998537 -1.20 0.35 1.94
F -3.170063 5.778133 -4.535382 -0.36 -0.48 0.51
H -2.971905 -3.869724 -4.161295 0.11 -1.04 0.60
C 0.206656 1.482166 -0.923090 -2.03 2.17 -0.75
C -4.315095 -4.149431 1.066428 -0.05 1.88 -0.42
F 3.605703 0.686176 0.855181 -0.88 -0.34 0.63
F 6.950166 1.301455 -0.016822 -1.27 -0.75 0.93
H -2.163952 -4.692784 -1.790025 0.41 0.16 0.59
F 1.900818 -4.450432 -2.833886 -0.05 0.40 0.17
F -2.867831 3.845457 -5.961679 -0.28 -0.33 -1.50
O 4.220343 4.770835 -0.957510 0.76 -0.36 1.81
H -3.394787 0.890102 -2.046595 0.05 -0.51 -0.43
H 5.154696 -0.564286 4.479427 0.03 -0.49 0.15
H 5.161806 4.849538 2.718880 -0.40 -0.70 0.34
H -3.075464 0.691114 -3.763216 -0.32 0.61 0.28
C 3.133870 -2.878457 2.255327 -0.32 0.17 1.43
F 0.189092 -5.690063 2.398870 -0.59 -0.05 0.02
C -4.388190 -1.932907 -3.543582 0.51 0.13 0.03
O -1.173463 5.842210 0.198612 0.00 0.97 0.63
C 1.390261 2.191620 -1.550378 1.50 -0.82 0.21
H -1.706423 -1.667908 0.784058 1.18 0.32 -0.29
F 0.048128 -3.422142 3.158195 1.40 1.97 0.12
H -0.349493 3.532938 -0.360090 -0.05 -0.47 0.05
C 3.613759 5.828898 -0.230946 0.43 0.81 -1.24
C 4.091716 4.651594 -2.317172 -2.14 0.82 -1.43
H 2.651320 -3.574532 0.275515 0.74 0.21 0.00
H -1.447750 2.282879 0.229327 0.53 0.14 -0.95
As -1.110650 -4.603344 2.895339 4.24 -1.61 -2.10
H -2.335997 0.666758 1.869171 0.28 0.60 0.51
C -5.368728 -5.129131 1.483773 0.48 -0.06 0.89
H 5.627518 5.024911 0.998806 -0.06 -0.65 0.28
H 5.166159 -2.313012 2.861358 0.57 0.92 -0.57
N -0.830795 2.558823 -0.582734 -1.17 -0.77 0.12
C 4.296773 -2.803670 3.230468 -1.07 -1.07 1.39
O 3.785221 -2.190646 4.435347 1.00 0.56 0.09
F -3.984762 3.553316 -3.901773 -4.22 -1.65 1.44
O -3.291554 -1.906294 -4.438091 -0.19 -0.40 -0.34
H -6.622981 0.026168 -3.888698 0.02 -0.55 -0.07
O -2.825692 1.383736 1.429998 0.76 -0.16 1.01
C -2.929805 -5.263027 -1.269725 -0.59 0.04 -0.76
F -2.292427 -3.468751 3.346626 -1.05 1.12 1.01
F -0.881010 -5.087375 4.461338 0.01 -0.60 2.84
F 5.755154 0.459153 2.149504 -0.23 -0.05 -0.12
H 3.290218 -0.865150 1.692721 -0.40 0.42 -0.10
O 0.513881 4.518045 0.029088 1.62 -0.42 -0.30
H -4.198509 -2.657430 -2.714495 0.00 0.57 -0.48
H 3.645185 -4.662621 1.236663 -0.31 0.65 0.10
C 4.957981 5.354363 1.795905 0.24 1.19 -1.14
H 1.982261 1.444010 -2.092007 -0.09 0.06 -0.02
H 5.340797 6.364820 1.954727 -0.49 0.34 0.13
F 5.527821 -0.828400 0.122258 -0.62 1.39 0.26
H -5.410463 -3.058561 -0.471022 0.40 -0.58 -0.31
H 2.648056 6.096114 -0.697314 0.22 -0.15 0.37
H -3.416245 -3.053285 2.598715 -0.64 0.75 -1.08
F 1.115246 1.033182 5.871017 0.13 -0.41 0.77
C -0.797998 -1.229141 0.285407 -0.90 -0.45 0.29
C 4.718220 -1.315182 5.163715 -0.21 -0.71 -0.38
F 0.943234 3.468006 5.387023 -0.18 0.34 0.30
H -5.217001 -2.327229 -4.116192 -0.84 0.09 0.11
C -3.102128 -3.229009 -4.998579 -0.14 1.33 -0.12
O -4.169002 -4.546939 -1.300224 -1.21 0.54 0.18
H -5.224105 -6.064759 0.956994 -0.16 -0.14 -0.09
H 2.444388 -1.093251 3.095607 -0.14 0.62 1.57
F -0.340439 -3.663605 -2.504837 -1.89 -0.82 1.01
H -3.689570 -2.725270 -0.407228 0.40 0.26 -0.01
H 3.575463 3.382638 0.683884 -0.37 0.22 -0.05
H -1.443223 2.717648 -1.398814 0.24 0.06 0.47
H 4.290292 6.716483 -0.247064 -0.52 -0.24 -0.15
H -1.401109 6.607570 0.750716 -0.25 -0.12 -0.32
F -0.985112 4.871844 -4.746299 -0.24 -0.80 -0.13
H 4.135054 -0.723185 5.908778 0.34 -0.87 -0.46
F -1.856703 2.535403 -4.234705 0.25 -0.58 0.23
H -2.166895 -3.185626 -5.550181 -0.15 -0.09 -0.20
H 2.804432 6.006850 1.767530 0.37 -0.05 -0.21
H -3.978632 -3.556521 -5.611964 0.63 0.37 0.33
As 1.074701 -2.901092 -3.016731 2.15 -2.17 0.25
H -0.306483 0.840778 -1.633307 0.22 -0.25 -0.24
N 2.939795 3.993674 1.210553 1.13 0.79 1.04
H 1.334579 0.045077 -0.005565 0.41 -0.17 -0.17
H 0.056504 -1.895333 0.249743 -0.08 -0.48 0.19
F 2.545717 -2.210595 -3.525535 0.57 0.52 -0.30
H -2.517704 -0.394890 -2.812132 -0.13 -0.46 0.58
H 2.901902 3.636483 2.184011 -0.15 0.17 -0.72
F -2.079985 4.392677 -2.710926 -0.15 0.06 1.32
H 2.090962 2.547799 -0.753542 -0.76 0.01 -0.76
C 0.134422 5.603229 0.541379 -2.02 -1.33 -0.81
F 1.621448 2.945919 3.117464 0.87 1.74 -1.39
C 0.559008 0.746616 0.286356 0.91 -1.55 2.33
O -3.972583 1.231428 -0.396749 -0.70 1.35 -2.44
F 1.427893 -2.469414 -1.394389 0.36 0.20 0.97
F 0.225647 -1.475250 -3.215813 -1.13 2.45 -0.06
C -4.412703 -3.529738 -0.332597 0.08 -1.11 0.08
```
Positions in Å, forces in eV/Å.

## Properties
**Total energy**: -16152.54930 hartree
**Total charge**: -2
**Maximum force**: 6.2 eV/A

***

Here is a structure of composition C6H6O from the OMol25 dataset. Energies are from the ωB97M-V functional and the def2-TZVPD basis.

```
13
Properties=species:S:1:pos:R:3:forces:R:3
H -2.558149 -0.973003 0.455641 0.11 0.16 -0.09
C -1.668484 -0.572363 -0.012165 0.09 -0.69 -0.09
H -2.735567 1.829754 0.714814 0.03 -0.13 -0.05
H 0.590838 0.630256 -1.544434 -0.04 -0.08 0.11
H 1.361219 -0.218597 1.306438 0.02 0.00 -0.15
C -0.707543 1.018614 0.089931 -0.46 0.39 0.16
C 0.357039 0.250889 -0.546414 0.06 -0.06 -0.04
C 1.631650 -0.049366 0.252190 -0.01 0.29 0.16
C -1.877342 1.288392 0.380193 0.57 0.22 -0.02
O 2.255045 -1.162702 -0.320123 -0.09 -0.22 -0.02
C -0.526190 -1.015597 -0.528111 -0.32 0.12 0.06
H 1.535789 -1.808135 -0.457567 0.16 0.04 -0.04
H 2.341690 0.781854 0.209612 -0.12 -0.05 0.01
```
Positions in Å, forces in eV/Å.

## Properties
**Relative energy (zero: lowest compared OMol25 entry of this formula, charge and spin)**: 708.7 kJ/mol
**Total energy**: -307.19350 hartree
**Total charge**: 0
**Maximum force**: 0.7 eV/A

***

Here is a cluster of 5 separate species, C5H23N2O4 in total from the OMol25 dataset. Energies are from the ωB97M-V functional and the def2-TZVPD basis.

```
34
Properties=species:S:1:pos:R:3:forces:R:3
C -0.486161 -1.251144 -0.275732 0.07 0.25 0.03
O 0.887566 0.770591 -3.043923 -0.08 -0.03 -0.03
H 0.487640 -1.115136 2.189153 -0.06 -0.17 -0.02
N 0.119861 -0.105966 0.409166 -0.15 -0.29 0.04
H -0.682072 5.505667 -0.826824 -0.04 0.01 0.00
C 0.969218 0.941916 2.419246 0.16 -0.07 0.21
H 1.853051 -0.552795 -0.697719 0.01 0.11 -0.04
H 2.481489 -1.746396 -1.737643 0.06 0.09 0.03
H 0.571602 1.931263 2.184896 -0.03 0.01 -0.06
H 1.244822 -0.695627 -2.225179 0.26 0.14 0.04
O -0.854831 2.240478 -1.551505 0.12 -0.24 -0.03
H 1.080729 -2.710478 -0.024984 0.15 -0.08 -0.10
H 1.069199 0.874629 3.503037 -0.13 0.02 0.01
H -1.784511 0.940574 2.111354 0.02 0.04 -0.03
H 0.274626 1.365585 -2.555395 -0.03 -0.01 -0.09
N 1.651770 -1.244666 -1.434974 -0.22 -0.31 0.02
H -1.743758 2.352747 -1.908353 0.14 0.16 0.13
H -0.297781 0.758001 0.077669 -0.02 -0.02 0.04
H -1.108252 -1.864789 0.373338 0.02 -0.02 0.07
C 0.625820 -2.144917 -0.832239 -0.38 0.20 0.01
H -1.676786 -4.824625 -0.362848 0.02 0.01 -0.01
H 0.248148 -2.815839 -1.593968 0.08 -0.17 0.01
H -0.859356 -4.927342 0.912660 0.03 0.00 0.00
H -1.142194 -0.900866 -1.074487 0.13 0.02 -0.14
O -0.942561 -4.410525 0.104028 -0.10 -0.09 0.04
H -0.539024 3.110016 -1.227648 -0.31 0.06 -0.07
H 0.757516 0.942970 -3.981070 0.02 0.02 0.01
C 0.061998 -0.158968 1.881391 0.36 0.52 -0.10
H 1.976957 0.866264 2.007835 -0.05 -0.01 -0.10
H -1.360613 -0.044522 3.513495 0.10 0.09 0.02
O -0.206804 4.716053 -0.549081 0.13 0.06 0.02
H 0.674311 5.022263 -0.307473 -0.02 -0.03 0.01
H -2.004206 -0.815152 2.100167 -0.05 -0.02 -0.16
C -1.347406 -0.009264 2.423596 -0.21 -0.22 0.22
```
Positions in Å, forces in eV/Å.

## Properties
**Relative energy (zero: lowest compared OMol25 entry of this formula, charge and spin)**: 2.8 kJ/mol
**Total energy**: -614.58567 hartree
**Total charge**: +1
**Maximum force**: 0.6 eV/A

***

What did the second record say?
Here is a structure of composition C6H6O from the OMol25 dataset. Energies are from the ωB97M-V functional and the def2-TZVPD basis.

```
13
Properties=species:S:1:pos:R:3:forces:R:3
H -2.558149 -0.973003 0.455641 0.11 0.16 -0.09
C -1.668484 -0.572363 -0.012165 0.09 -0.69 -0.09
H -2.735567 1.829754 0.714814 0.03 -0.13 -0.05
H 0.590838 0.630256 -1.544434 -0.04 -0.08 0.11
H 1.361219 -0.218597 1.306438 0.02 0.00 -0.15
C -0.707543 1.018614 0.089931 -0.46 0.39 0.16
C 0.357039 0.250889 -0.546414 0.06 -0.06 -0.04
C 1.631650 -0.049366 0.252190 -0.01 0.29 0.16
C -1.877342 1.288392 0.380193 0.57 0.22 -0.02
O 2.255045 -1.162702 -0.320123 -0.09 -0.22 -0.02
C -0.526190 -1.015597 -0.528111 -0.32 0.12 0.06
H 1.535789 -1.808135 -0.457567 0.16 0.04 -0.04
H 2.341690 0.781854 0.209612 -0.12 -0.05 0.01
```
Positions in Å, forces in eV/Å.

## Properties
**Relative energy (zero: lowest compared OMol25 entry of this formula, charge and spin)**: 708.7 kJ/mol
**Total energy**: -307.19350 hartree
**Total charge**: 0
**Maximum force**: 0.7 eV/A